This record from the Open Molecules 2025 dataset describes C11H17N3O4Sn as an isolated structure. The level of theory is ωB97M-V with the def2-TZVPD basis set.

Geometry as XYZ:
```
36
C11H17N3O4Sn (ωB97M-V with the def2-TZVPD basis set)
O 1.76504 3.71671 -0.32861
H -0.33471 -1.13742 4.16641
H 0.43872 -0.84516 1.23866
H -2.27496 -1.02473 4.20904
C 4.99343 0.27379 -2.44606
N -1.37973 -0.59890 2.42763
C 2.98867 -0.05836 0.48252
C -0.13064 -0.96031 3.10893
O 3.63203 -0.33375 1.37842
H -3.97352 -0.01085 1.66901
C 4.36930 0.50840 -3.61622
H 5.11117 -0.71154 -2.06192
C -3.77950 0.26123 0.65226
O -0.46411 0.81237 -4.59077
C 1.36811 -2.02592 -1.53734
C -2.13502 0.57710 -1.07429
H 4.03496 1.48692 -3.89130
H 3.93422 -0.27800 -4.19554
N -2.35696 0.20138 0.34570
H -3.05486 0.29028 3.35962
C -2.58443 -0.68199 3.22999
O 1.48365 -3.15375 -1.59674
H -3.28399 -1.41874 2.83860
H 0.59624 -0.12937 3.03206
C -0.01394 0.63382 -3.53745
Sn 0.46902 0.48600 -1.25337
H 0.28466 -1.90135 2.69725
C 1.48189 2.64500 -0.62661
H -3.09713 0.93192 -1.52002
H -4.34361 -0.40896 -0.00346
H 5.20469 1.06083 -1.76096
C -1.34737 -0.28577 1.09258
H -1.48297 1.49994 -1.16806
H -1.83269 -0.27326 -1.72905
N -0.14297 -0.42570 0.52292
H -4.14268 1.27815 0.48615
```

Properties
Total charge   +2

=====

This record from the Open Molecules 2025 dataset describes C11H17N5O3 as an isolated structure. The level of theory is ωB97M-V with the def2-TZVPD basis set.

Geometry as XYZ:
```
36
C11H17N5O3 (ωB97M-V with the def2-TZVPD basis set)
C -0.75109 -1.32924 1.71505
H -2.41866 1.28387 0.35133
H -2.65504 -2.26164 1.87404
C 0.61474 -1.28532 -1.81560
H 1.81174 -1.02385 1.09445
C -2.23969 -1.36243 1.40743
H 1.81963 0.77796 1.09536
H -2.94973 -0.12644 3.01249
H -0.24458 -2.21586 1.31581
N 2.38891 -0.30807 -3.11481
O -0.64152 -3.09176 -0.87557
C -0.74016 1.12030 1.68469
O 2.67300 1.90649 -2.82327
H 1.40073 -0.12523 2.58229
N 0.19979 -2.56873 -1.58752
H -0.57760 -1.28309 2.80325
C 1.67940 -1.37836 -2.80125
H -2.37415 -1.47442 0.32410
C -2.23869 1.14958 1.42540
C 2.15857 3.14461 -2.27046
H -0.29902 -0.09154 -0.19230
H -2.65132 2.02896 1.93041
N -0.10525 -0.11688 1.11322
C 1.32828 -0.12020 1.48314
H -0.53347 1.10946 2.76718
H -3.98481 -0.11361 1.58341
C 2.00104 0.80811 -2.47573
H 2.87833 3.89237 -2.59945
C 0.40077 -0.12529 -1.08563
H -0.22876 1.98455 1.24101
O 0.99511 -3.42757 -2.48262
N 1.89763 -2.67677 -3.20242
C -2.94284 -0.11347 1.91526
H 1.16784 3.36461 -2.68106
N 1.04905 0.94679 -1.53414
H 2.11185 3.10211 -1.17748
```

Properties
Total charge   0

=====

This record from the Open Molecules 2025 dataset describes a single C11H17N5O4 molecule. The level of theory is ωB97M-V with the def2-TZVPD basis set.

Geometry as XYZ:
```
37
C11H17N5O4 (ωB97M-V with the def2-TZVPD basis set)
C 0.95277 1.77316 -2.84439
N -0.16074 0.49295 -0.01800
N 2.28631 3.04921 -4.21520
H -2.17859 0.55296 3.34704
O -2.35222 0.62609 0.67560
C 0.49070 0.36708 2.57269
H 3.11502 2.96759 -4.80166
H -0.97884 -1.63472 0.16404
C -1.12418 -1.04844 -1.64216
H 0.89234 2.36331 -1.94774
O -1.33431 -1.88672 -0.58387
H 0.09872 2.08713 -3.46959
N -1.58679 1.36213 3.30000
H -0.14283 2.30514 1.88529
H 1.49721 0.47180 2.24044
O 3.40648 1.70548 -2.66115
H 1.61870 -0.14672 -1.95398
N -1.09707 -1.60220 2.37198
C -0.91452 -2.84908 2.83004
H -1.71602 -3.52635 3.18280
C 1.14903 -2.05065 2.57890
H 0.38951 -0.31253 -3.29345
C -1.17734 0.89283 0.79789
C -0.60527 1.37007 2.12099
C 2.41515 2.14464 -3.22568
H 0.80030 0.81860 0.10895
C -0.44072 0.27094 -1.35380
N 0.40908 -3.14958 2.88612
C 0.16793 -1.13401 2.27070
H 0.59835 0.53713 3.68736
H 1.48618 2.76082 -4.70199
C 0.66746 0.33854 -2.45378
H -2.13379 2.25485 3.15791
H 2.31375 -2.03641 2.58247
H -1.14954 1.11786 -1.59400
H 0.89860 -4.00054 3.31813
O -1.45126 -1.45710 -2.69242
```

Properties
Total charge   0
Structure (SMILES)   NC(=O)CC[C@H](NC(=O)[C@@H](N)Cc1c[nH]cn1)C(=O)O

=====

This record from the Open Molecules 2025 dataset describes a single C11H17N5O4 molecule. The level of theory is ωB97M-V with the def2-TZVPD basis set.

Geometry as XYZ:
```
37
C11H17N5O4 (ωB97M-V with the def2-TZVPD basis set)
H 1.20817 1.01484 -2.45990
O -2.46181 0.99842 2.62457
H -0.30875 1.38167 -5.66620
C 2.19571 -2.60926 -0.05064
H 2.40541 -4.74130 0.56510
N 1.16011 -1.79035 -0.13214
H 1.06980 1.87351 -5.20757
H -2.78016 -1.60772 3.36632
N -0.76022 1.40550 1.28995
O 1.43792 2.47992 1.59155
H -0.09463 -0.98363 2.60436
C -1.08740 -0.96999 2.18223
H 0.21398 -4.53465 1.66193
C 0.63638 -3.66469 1.06771
N 0.30793 1.34197 -4.87923
C -0.57286 1.31453 -1.18444
N -1.78684 -1.68555 3.35889
C -0.40142 1.28936 -3.73448
H 0.77766 2.58559 -2.33684
H -1.14419 0.35820 -1.27781
H -1.67168 -1.13417 4.18833
O -1.43082 0.75576 -3.74716
C -1.48037 0.49279 2.04919
O 1.88866 3.08592 -0.51147
C 0.36037 1.63747 -2.38365
H -1.32276 2.06844 -1.02967
C -1.11106 -1.91953 1.04402
H -1.28012 2.30176 1.36946
N 1.89016 -3.85471 0.50007
H 0.72409 0.17613 0.22085
C 0.15125 1.13932 0.18953
H -1.73931 -2.74180 1.20016
H -1.61258 -1.24122 0.21029
C 1.27406 2.32086 0.29468
H 0.77947 1.87361 2.02613
H 3.09390 -2.36245 -0.47612
C 0.12403 -2.49172 0.59560
```

Properties
Total charge   0
Structure (SMILES)   NC(=O)CC[C@H](NC(=O)[C@@H](N)Cc1c[nH]cn1)C(=O)O

=====

This record from the Open Molecules 2025 dataset describes a single C11H17NOSi molecule. The level of theory is ωB97M-V with the def2-TZVPD basis set.

Geometry as XYZ:
```
31
C11H17NOSi (ωB97M-V with the def2-TZVPD basis set)
H 0.77132 2.08317 -2.26892
Si 1.17425 0.38537 -0.54298
H -3.41085 2.76600 0.46454
H -5.25255 1.18031 0.25209
H 1.55733 0.50627 -3.11536
C -3.17359 1.68054 0.43133
H -4.64638 -1.45027 -0.13045
C -1.89301 1.24666 0.45781
C 0.82769 0.95664 -2.28628
H 3.35189 -0.83822 0.09103
H 3.04685 0.94275 1.62941
C 1.49129 -1.90853 0.46711
N -0.27555 -0.45899 0.13732
C -3.93868 -0.60985 0.03156
H -2.58177 -2.10050 -0.45327
H -0.18873 0.65928 -2.62423
H 1.90523 -3.01054 0.52560
C -1.60807 -0.07298 0.09526
H 2.50178 2.79683 1.89816
H 0.01500 -2.40126 -0.75841
O 1.48836 1.71450 0.36350
C -4.23455 0.75897 0.16513
C 2.30088 -0.97242 -0.33816
H 2.43947 -1.36956 -1.35405
C 2.11858 1.69924 1.63520
H 1.33078 1.39783 2.52664
C 0.07423 -1.81454 0.20211
C -2.65169 -1.01819 -0.14297
H -0.53230 -2.27119 1.02702
H -1.12899 2.03749 0.63297
H 1.46378 -1.59098 1.53450
```

Properties
Total charge   0
Structure (SMILES)   CO[Si@@]1(C)CCCN1c1ccccc1

=====

This record from the Open Molecules 2025 dataset describes C11H17O3 as an isolated structure. The level of theory is ωB97M-V with the def2-TZVPD basis set.

Geometry as XYZ:
```
31
C11H17O3 (ωB97M-V with the def2-TZVPD basis set)
H -2.26569 1.05261 1.81818
H -0.88260 2.65214 0.02244
H 0.05825 0.70449 2.76301
C 1.13272 -0.71605 -0.42572
C -0.65508 -0.12860 2.67104
C -1.06094 0.47213 0.17830
H 2.90046 -3.63634 0.40403
C 1.90646 -2.01287 -0.61617
H -1.16675 -0.27351 3.62902
H 1.42488 3.65677 -0.89129
H 2.95315 -2.10190 1.31176
H 2.85724 0.48775 -0.16002
H 1.36200 -2.70226 -1.28156
H -0.81437 -2.55593 -0.81956
O -0.97177 -1.87373 -0.13555
C -0.28665 1.73689 0.04777
H -2.38157 -0.66244 1.45038
C -0.34018 -0.69959 -0.48571
C 1.76171 0.46727 -0.16498
H 2.83532 -1.73739 -1.13472
H -0.08898 -1.04208 2.42514
H 1.45843 -3.05305 1.26054
H 1.67425 3.55871 0.85851
O -2.19886 0.49071 -0.73822
O -1.74767 0.05475 -1.99048
H -0.75386 -0.53179 -1.61501
C 1.81139 3.01678 -0.08702
C 2.32739 -2.73884 0.67319
H 2.87791 2.84790 -0.25495
C -1.67229 0.16201 1.58954
C 1.06560 1.71918 -0.06869
```

Properties
2S+1   2
<S²>   0.80
Total charge   0

=====

In the order shown, the computed energy values come out to -1108.10540; -928.61336; -1004.05971; -1004.06117; -848.84275; -654.84314 hartree.
In the order shown, the computed relative energy (zero: lowest compared OMol25 entry of this formula, charge and spin) values come out to 0.0; 205.2; 90.3; 89.4; 0.0; 81.3 kcal/mol.
In the order shown, the computed F_max values come out to 0.1796; 0.1208; 0.1416; 0.1081; 0.1054; 0.0796 Eh/bohr.